# 1
47
Properties=species:S:1:pos:R:3:forces:R:3:nbo_charge:R:1 method="wB97M-V/def2-TZVPD" e_lumo_ev=-0.70 relative_energy_kcal_mol=148.0 gap_ev=9.5
S -2.3437 -2.8817 -2.3850 -1.56 0.32 -4.93 2.192
F 0.4693 0.4133 0.4600 -0.66 0.25 -1.12 -0.958
O -2.9157 -1.5617 -2.3200 0.41 1.44 0.46 -1.000
O -2.5037 3.5663 5.1620 2.05 -1.86 -1.59 -0.602
O 4.5953 2.0903 -4.3550 -1.49 -0.73 3.17 -0.634
O -2.0637 1.4053 4.5000 1.18 0.92 -1.03 -0.531
O -2.5497 -3.5657 -3.6700 -0.10 0.21 1.84 -0.935
O 4.2763 2.5643 -2.1550 0.26 1.27 0.94 -0.488
O -0.7107 3.0653 3.8610 0.31 0.68 -0.35 -0.491
O 3.7133 0.7093 -2.9060 -2.44 -8.45 -1.09 -0.443
N -1.1787 1.2893 -1.7680 4.52 -6.77 7.40 -0.910
C -0.2377 1.9563 3.1100 2.48 -1.43 1.56 -0.096
C 3.2563 0.6763 -1.6370 -2.58 -0.26 1.86 -0.110
C 2.8253 2.7833 -0.1760 -0.40 -1.04 -1.11 -0.622
C -0.5317 -3.1517 -0.5860 -0.75 2.51 -0.50 -0.453
C -1.7867 2.7763 4.5470 -3.28 -0.41 2.01 0.971
C 4.1733 1.7753 -3.2160 5.10 7.46 -5.79 0.964
C -1.6007 -0.2977 2.7420 6.08 10.27 -9.15 -0.597
C -1.9517 -3.0797 0.0660 0.60 -0.34 2.36 -0.419
C -2.9047 -3.7057 -0.9880 -2.84 3.69 2.71 -0.686
C -0.6407 -2.9197 -2.0890 2.43 0.13 -1.86 -0.708
C 3.8883 1.7983 -0.9780 -0.12 4.30 2.06 0.069
C -0.9697 0.6983 3.6900 -0.55 1.09 2.12 0.084
H -0.7587 -0.6837 2.0560 -1.01 0.48 1.07 0.266
H 0.9333 1.9343 3.4000 -2.69 -0.17 -1.53 0.212
H -0.4527 0.1253 4.5250 0.02 0.88 -1.25 0.190
H -2.2117 -2.0097 0.2020 -0.01 -0.64 -0.13 0.231
H 2.0133 3.2083 -0.8940 1.41 -1.18 0.95 0.199
H -1.3267 1.6143 -0.8260 -0.61 1.55 0.41 0.470
H -0.5207 2.0723 2.0650 0.69 0.03 -0.06 0.211
H 2.1963 0.8233 -1.6180 -1.03 0.48 -0.30 0.176
H -0.1337 1.1323 -1.6380 -0.56 0.74 -0.43 0.480
H -1.9157 -0.9347 3.2750 -5.48 -9.01 6.56 0.177
H 2.3273 2.3623 0.7260 0.28 -0.42 -0.97 0.249
H -2.6487 -4.6437 -1.2550 0.09 -3.81 0.01 0.232
H 3.2753 -0.2367 -1.1480 1.07 -2.06 0.61 0.219
H 0.0753 -2.2887 -0.4350 0.21 0.79 1.84 0.257
H -4.0857 -3.4057 -0.7750 3.23 -1.25 -0.89 0.288
H 4.8463 1.6333 -0.4150 -1.12 -0.10 -0.25 0.203
H -0.1827 -3.6877 -2.8110 -0.87 0.84 1.33 0.282
H 0.0723 -3.9257 -0.2940 1.01 -2.41 0.47 0.226
H -1.3697 0.2423 -1.4770 -0.76 1.71 -1.94 0.497
H -2.2297 0.3243 1.9880 0.30 -1.53 1.56 0.197
H 3.3033 3.6563 0.1990 0.93 0.69 0.05 0.218
H -0.1057 -1.9197 -2.4310 -1.49 -1.82 0.69 0.247
H -1.9657 -3.5107 1.2120 -0.08 0.65 -3.17 0.250
H -1.4437 1.7143 -2.5380 -2.21 2.32 -4.59 0.427

---

# 2
27
Properties=species:S:1:pos:R:3:forces:R:3:nbo_charge:R:1 method="wB97M-V/def2-TZVPD" e_lumo_ev="-4.55 / -4.27" gap_ev="8.4 / 6.8" total_charge=+1
Hg 0.3282 2.2961 0.3279 0.95 8.56 3.49 0.921
O -2.7331 0.0228 -0.9990 2.22 -1.56 -0.11 -0.454
O -1.2682 1.3820 -0.0016 -6.86 -4.31 -1.07 -0.713
O 1.8205 1.2286 -0.1303 5.72 -4.15 -1.69 -0.693
O 1.0027 -1.5286 -0.1553 -2.41 -1.00 -0.53 -0.546
C -1.4442 0.4703 -1.1428 0.17 -0.28 -0.65 0.204
C -2.3948 1.1474 0.8898 -2.26 1.11 1.15 -0.088
C 2.3139 0.2227 0.7858 0.50 -0.18 0.01 -0.098
C 2.2675 1.0691 -1.4890 0.32 -0.18 -0.47 -0.266
C -2.8516 -0.2451 0.4129 -2.58 -1.47 0.18 -0.248
C -0.1087 -2.4676 -0.0314 3.83 -0.79 -1.57 -0.046
C 1.2990 -0.8690 1.0231 0.14 0.29 1.69 -0.104
H -2.0587 1.1412 1.9332 0.13 -0.02 -0.36 0.206
H 3.2421 -0.1829 0.3644 -0.18 0.08 0.11 0.219
H -3.5722 -1.2095 0.2775 -1.36 3.48 0.83 0.299
H -0.7357 -0.3687 -1.0329 -0.05 0.65 -0.16 0.184
H -1.3009 1.0595 -2.0551 -0.16 -0.18 0.12 0.195
H 1.7234 -1.5539 1.7855 -0.10 0.17 -0.25 0.208
H -2.5057 -0.8412 1.2782 3.33 -1.11 -1.42 0.235
H 0.2852 -3.3564 0.5128 -0.96 0.74 0.70 0.170
H 1.7972 1.8574 -2.0880 0.12 -0.18 0.16 0.208
H -0.2737 -2.8277 -1.0664 -0.72 0.67 0.48 0.171
H 0.3821 -0.4431 1.4883 0.34 -0.12 -0.27 0.168
H 1.9675 0.0780 -1.8460 0.12 0.24 -0.01 0.215
H -3.0852 1.9878 0.7543 0.07 -0.25 -0.10 0.214
H 3.3566 1.1916 -1.5211 -0.26 -0.05 -0.06 0.214
H 2.5468 0.7392 1.7253 -0.06 -0.15 -0.19 0.226

---

# 3
8
Properties=species:S:1:pos:R:3:forces:R:3:nbo_charge:R:1 method="wB97M-V/def2-TZVPD" e_lumo_ev="-1.19 / -1.19" relative_energy_kcal_mol=59.8 gap_ev="7.5 / 7.5"
P 2.0378 -0.3928 0.3953 -4.24 -0.37 -0.92 1.399
O 3.0577 0.5690 0.1138 1.36 1.38 -0.32 -0.970
N 0.0253 0.5370 -0.3675 4.05 0.33 2.40 -0.871
C -1.1126 -0.3170 -0.0839 1.09 -0.73 -3.91 -0.443
H -1.0596 -0.8835 0.7919 -0.09 -1.18 1.34 0.172
H -1.1680 -0.9449 -1.0710 0.09 0.27 2.10 0.186
H -2.0387 0.1776 -0.1710 -1.14 1.14 0.44 0.198
H 0.2582 1.2545 0.3923 -1.11 -0.84 -1.13 0.327

---

# 4
16
Properties=species:S:1:pos:R:3:forces:R:3:nbo_charge:R:1 method="wB97M-V/def2-TZVPD" e_lumo_ev=-0.23 relative_energy_kcal_mol=193.5 gap_ev=6.2
Cl -0.3612 -0.5882 1.2061 2.64 -7.94 14.89 0.228
S -0.4797 0.1466 -0.3738 -1.80 9.87 -13.34 -0.028
C 2.2439 -0.6534 -2.9378 0.33 0.07 -0.08 -0.595
C 1.6053 0.5118 -2.1726 -0.22 -0.72 0.10 -0.473
C -1.1881 -0.1548 2.6676 -1.37 -0.65 1.57 -0.286
C 0.1727 0.2228 -1.8472 0.29 -0.06 -2.88 -0.333
C -1.5061 1.0925 2.9760 0.15 -0.03 -0.35 -0.392
H -1.2663 1.9269 2.3256 -0.07 -0.08 0.06 0.220
H 2.2549 -1.5607 -2.3260 -0.02 0.12 -0.06 0.206
H 1.6313 1.4128 -2.8023 -0.15 -0.09 0.08 0.224
H -0.4604 0.0331 -2.7217 0.19 -0.58 -0.12 0.174
H 2.1553 0.7270 -1.2519 -0.02 0.02 -0.05 0.208
H -1.4104 -1.0098 3.2990 -0.10 0.14 0.09 0.220
H -2.0234 1.2971 3.9073 0.10 -0.04 -0.08 0.218
H 3.2754 -0.4123 -3.2086 -0.03 -0.09 -0.02 0.205
H 1.6945 -0.8743 -3.8606 0.06 0.06 0.19 0.204

---

# 5
35
Properties=species:S:1:pos:R:3:forces:R:3:nbo_charge:R:1 method="wB97M-V/def2-TZVPD" e_lumo_ev=3.26 relative_energy_kcal_mol=4.9 gap_ev=7.8 total_charge=-1
P -1.3114 -0.6699 0.3369 -0.82 1.77 -0.52 2.170
O -2.4651 0.2883 0.1143 0.87 -0.12 -0.45 -1.190
O 1.2023 -0.1639 1.2559 2.38 -0.58 -0.85 -0.419
O -1.6773 -1.9615 0.9309 0.49 -1.65 1.01 -1.169
O -0.2571 0.2691 -2.1821 0.59 -2.00 2.24 -0.503
N -1.4727 0.6903 -2.7092 -0.97 3.19 -1.74 -0.344
N 2.1905 0.3678 2.1460 -0.40 -0.02 0.75 -0.364
C -0.4560 -1.1312 -1.2651 0.02 3.45 -1.64 -0.038
C 3.0789 -0.6147 2.7279 1.28 -0.04 -1.22 -0.412
C -0.5413 0.2239 2.8300 0.52 2.87 -1.00 -0.642
C -0.1398 1.8647 0.8668 -0.99 0.23 1.65 -0.659
C 0.9418 -1.6917 -1.2410 -2.29 -2.67 -0.05 -0.633
C -1.1783 2.0996 -3.3098 -3.56 -2.70 -0.80 -0.427
C -0.0959 0.3590 1.3827 -0.17 1.05 -0.56 -0.057
C -1.3990 -1.9643 -2.0665 -2.27 -0.02 3.33 -0.670
H -1.4319 -2.9194 -1.5196 -0.51 0.21 0.40 0.229
H 0.9836 -2.3995 -2.1032 0.33 0.26 0.61 0.175
H 2.7808 1.1426 1.8050 -1.00 -0.64 -0.81 0.338
H 3.8723 -1.1981 2.1203 -1.25 1.05 0.19 0.149
H 0.4365 2.2250 -0.0026 -0.18 -0.94 0.24 0.217
H -1.5183 0.5754 2.8616 -2.08 0.76 0.15 0.219
H 0.1946 2.3908 1.7550 0.73 0.56 0.14 0.182
H -0.7410 2.7103 -2.5899 0.39 1.42 1.32 0.178
H 2.6591 -1.3315 3.3698 -1.47 -1.05 0.45 0.195
H -0.5975 -0.7286 3.1509 0.09 -3.53 0.71 0.222
H 1.0219 -2.2446 -0.2947 0.36 0.02 -0.34 0.235
H -0.5586 2.0294 -4.1306 1.73 -0.42 -1.73 0.175
H -1.1823 2.2666 0.8146 0.65 -0.86 -0.43 0.243
H -2.4532 -1.4865 -2.0310 1.84 -1.06 -0.83 0.259
H -0.9111 -2.3038 -2.9034 0.47 0.13 -2.95 0.200
H 0.0017 0.7910 3.5777 0.55 0.34 -0.25 0.196
H 1.6972 -1.0090 -1.3506 1.67 1.92 0.02 0.224
H -2.0763 1.0957 -1.9835 0.24 -1.30 0.94 0.353
H 3.5893 -0.0078 3.4362 1.12 0.59 0.57 0.190
H -2.1861 2.4366 -3.7996 1.62 -0.23 1.46 0.178

---

# 6
17
Properties=species:S:1:pos:R:3:forces:R:3:nbo_charge:R:1 method="wB97M-V/def2-TZVPD" e_lumo_ev=-3.64 relative_energy_kcal_mol=29.7 gap_ev=11.6 total_charge=+1
O 2.1608 1.9859 -0.1364 -0.73 -1.38 0.44 -0.998
N 0.9259 -1.5834 0.3284 0.36 -0.25 -0.19 -0.663
C -1.9407 0.1819 -0.7299 -2.99 0.00 0.18 -0.655
C 0.3558 -0.2168 0.1943 -1.58 1.61 0.98 -0.254
C -1.1710 -0.1542 0.5201 1.55 -1.41 -0.84 -0.409
H 3.0967 2.0082 -0.3256 0.01 1.10 -0.22 0.502
H -1.9403 1.2315 -1.0098 0.59 0.00 -0.25 0.233
H -1.2872 0.4819 1.3904 -0.45 0.36 -0.26 0.240
H -1.4371 -1.1582 0.8509 -0.40 -0.11 0.15 0.192
H -3.0207 0.0115 -0.5484 0.24 0.34 0.50 0.241
H -1.9186 -0.4934 -1.5935 1.26 0.16 0.10 0.230
H 0.7769 -2.1603 -0.5067 0.14 0.17 0.08 0.445
H 0.5012 -2.0906 1.1051 -0.17 0.10 0.11 0.441
H 1.6345 2.7815 -0.2208 0.94 0.54 -0.27 0.502
H 0.5141 0.2584 -0.7659 0.52 -0.71 -0.29 0.253
H 1.9248 -1.5351 0.5437 0.03 -0.09 -0.32 0.449
H 0.8248 0.4512 0.9040 0.68 -0.41 0.10 0.252

---

# 7
41
Properties=species:S:1:pos:R:3:forces:R:3:nbo_charge:R:1 method="wB97M-V/def2-TZVPD" e_lumo_ev=0.22 relative_energy_kcal_mol=29.5 gap_ev=8.6
O -1.8194 2.1791 0.8269 2.03 -0.93 1.14 -1.008
O 0.1352 -1.5590 3.6827 -0.69 -0.66 -1.88 -0.987
O -0.9255 0.7949 2.9614 -1.29 0.67 1.74 -0.996
O -1.2870 1.9928 -2.2448 1.28 -2.52 1.42 -0.996
O -3.4996 1.1666 -0.9707 -0.86 1.39 -1.27 -0.956
O 1.4018 -2.9553 1.7880 0.48 0.55 -0.51 -0.932
N 2.3788 0.4732 0.0274 -0.67 1.46 0.58 -0.654
N 0.8182 -1.4434 -1.3584 -0.59 0.38 -1.10 -0.653
N 1.7558 2.0527 -1.8586 -0.91 0.66 1.23 -0.877
C -1.1130 -1.1530 0.2287 0.74 2.16 1.38 -0.646
C 2.4268 1.8373 -0.5541 2.20 0.04 -0.81 -0.060
C 1.0588 0.0926 0.5500 0.12 0.49 0.02 -0.241
C 0.0850 -0.5039 -0.4807 -0.50 0.80 -0.79 -0.104
C 0.1168 -1.6596 -2.6746 1.64 -0.77 0.77 -0.411
H 3.5744 2.1125 -0.6941 -2.25 -0.73 0.17 0.176
H -3.4403 0.2485 -0.8715 -0.02 -2.22 0.08 0.466
H 1.0076 -3.7215 1.3856 -0.31 -0.69 -0.08 0.487
H -1.0152 2.1812 0.2387 -1.24 0.16 0.71 0.481
H -3.0730 1.5049 -0.1912 0.61 0.70 1.33 0.504
H -2.1069 1.7230 -1.8042 -0.59 -0.02 -0.15 0.501
H 0.5917 -2.0500 2.9259 -0.47 0.46 1.28 0.510
H 0.9423 -2.3483 -0.9152 -0.18 0.01 -0.02 0.329
H 0.5774 0.9578 1.0781 0.58 -0.62 -0.59 0.213
H -1.7670 -1.5233 -0.4890 -1.48 -0.65 -1.22 0.200
H -1.5195 0.9451 3.7532 1.02 -0.20 -1.40 0.486
H 1.9289 1.3020 -2.5024 0.24 -0.34 -0.12 0.352
H 0.7211 2.1357 -1.7720 1.14 -0.16 -0.03 0.381
H 1.1959 -0.6337 1.3629 0.05 0.17 -0.10 0.161
H -1.6207 -0.3909 0.9035 0.47 -1.06 -0.92 0.236
H 0.7506 -2.3070 -3.3326 -0.54 0.42 0.63 0.200
H -0.3125 0.3392 -1.1656 0.76 -1.42 1.05 0.235
H -0.4998 -0.0653 3.1524 0.09 -0.31 -0.01 0.518
H 1.5663 -2.3563 1.0369 0.15 -0.21 0.45 0.490
H 0.7718 -1.3892 4.3475 1.13 0.12 0.93 0.479
H 2.6713 -0.1916 -0.6681 -0.02 -0.23 -0.26 0.370
H -0.7974 -1.9727 0.8464 0.20 -0.46 0.42 0.191
H -0.8430 -2.1207 -2.5238 -0.60 -0.28 -0.17 0.170
H -1.4338 2.7596 -2.7105 -0.68 2.70 -1.61 0.474
H 2.0841 2.5828 0.1846 -0.20 -0.47 -0.34 0.185
H -1.4771 1.6862 1.6838 -0.77 1.02 -1.90 0.515
H -0.0098 -0.7233 -3.1823 -0.06 0.59 -0.08 0.211